{"formula": "C19H33N2O4P2", "method": "ωB97M-V with the def2-TZVPD basis set", "species": ["P", "P", "O", "O", "O", "O", "N", "N", "C", "C", "C", "C", "C", "C", "C", "C", "C", "C", "C", "C", "C", "C", "C", "C", "C", "C", "C", "H", "H", "H", "H", "H", "H", "H", "H", "H", "H", "H", "H", "H", "H", "H", "H", "H", "H", "H", "H", "H", "H", "H", "H", "H", "H", "H", "H", "H", "H", "H", "H", "H"], "xyz": [[-1.321, 0.828, -2.163], [-0.523, 1.993, 1.144], [-5.962, 0.174, 1.296], [-1.646, -0.915, 1.746], [0.973, -0.517, -3.206], [-3.748, -1.646, 1.357], [-2.539, 1.503, -1.445], [0.550, -1.146, -0.931], [0.394, 1.101, -1.400], [3.273, -3.452, 0.249], [4.132, -3.313, -0.828], [-0.062, 3.774, 0.921], [-0.448, -1.449, 1.283], [-0.459, 1.621, 2.958], [-4.813, -1.812, 0.432], [4.230, -0.939, -0.437], [0.884, 2.414, -2.033], [3.341, -1.064, 0.613], [-2.691, -0.931, 0.787], [-5.580, -0.515, 0.116], [1.165, -0.199, -1.863], [0.205, -0.618, 0.191], [4.605, -2.066, -1.141], [2.890, -2.330, 0.950], [0.622, 0.849, 0.149], [2.824, 0.110, 1.434], [2.093, 1.204, 0.611], [2.210, -2.448, 1.793], [0.387, 2.145, 3.434], [0.077, 4.198, 1.923], [-3.021, 0.108, 0.662], [-2.390, -1.387, -0.177], [-1.573, -0.568, -2.230], [2.221, -0.228, 2.286], [2.896, -4.425, 0.556], [-0.847, 4.288, 0.367], [-1.189, 1.304, -3.490], [0.143, 3.191, -1.809], [5.285, -1.946, -1.982], [1.872, 2.718, -1.679], [-6.484, -0.765, -0.454], [0.236, -1.608, 2.125], [0.911, 3.856, 0.416], [-3.008, 2.177, -2.044], [-4.931, 0.154, -0.470], [1.549, 0.010, -3.771], [-0.364, 0.559, 3.189], [4.601, 0.053, -0.697], [3.711, 0.594, 1.870], [-1.385, 2.010, 3.390], [-4.403, -2.207, -0.516], [2.719, 1.435, -0.262], [-5.531, 1.031, 1.341], [0.446, -2.100, -1.273], [-5.523, -2.532, 0.850], [0.884, 2.269, -3.120], [2.103, 2.109, 1.226], [4.409, -4.201, -1.388], [-0.634, -2.453, 0.855], [2.232, 0.002, -1.710]], "lowdin_charge": [0.81, 0.95, -0.05, -0.09, 0.01, -0.08, -0.29, 0.21, -0.47, -0.07, -0.08, -0.26, -0.13, -0.26, -0.18, -0.06, -0.06, -0.25, -0.26, -0.23, -0.34, -0.12, -0.08, -0.07, -0.41, -0.11, -0.14, 0.11, 0.04, 0.05, 0.10, 0.12, 0.02, 0.11, 0.12, 0.04, 0.04, 0.08, 0.12, 0.09, 0.12, 0.13, 0.03, -0.01, 0.10, 0.13, 0.03, 0.13, 0.13, 0.05, 0.12, 0.10, 0.09, 0.20, 0.13, 0.08, 0.10, 0.12, 0.15, 0.15], "charge": 1, "smiles": "CP(C)[C@@]1(CCc2ccccc2)C(COCOCCO)=[NH+][C@@H](O)[C@@]1(C)[PH2]=N", "orbital_gap_ev": 5.9, "e_homo_ev": -10.236}